No. 1
86
Properties=species:S:1:pos:R:3:mulliken_charge:R:1 method="wB97M-V/def2-TZVPD" de_lowest_kcal_mol=106.6 smiles="CCOS(C)(=O)=O.CCOS(C)(=O)=O.C[N+](=O)[O-].C[N+](=O)[O-].C[N+](=O)[O-].C[N+](=O)[O-].C[N+](=O)[O-].C[N+](=O)[O-].C[N+](=O)[O-].C[N+](=O)[O-]" homo_ev=-10.61
S -4.740 4.138 -2.949 1.21
S 4.178 4.097 -2.154 1.09
O 1.281 -7.250 5.253 -0.53
O -0.123 -5.714 5.284 -0.54
O 4.315 2.614 -2.088 -0.57
O -5.445 4.979 -3.823 -0.60
O -2.113 3.542 3.597 -0.49
O 0.163 -6.119 -2.388 -0.51
O 1.393 -6.461 -4.154 -0.52
O -5.439 -7.262 -1.242 -0.52
O 1.429 0.244 9.089 -0.52
O 3.834 -3.465 -0.896 -0.46
O 4.690 -4.409 0.917 -0.47
O 0.284 0.988 -8.140 -0.53
O 3.925 4.545 -3.771 -0.32
O 5.230 4.927 -1.557 -0.59
O -5.854 3.094 -2.349 -0.33
O -2.592 2.799 5.592 -0.48
O -0.300 -0.575 0.179 -0.47
O -0.480 -0.689 8.704 -0.50
O 1.564 -0.582 -7.574 -0.51
O -1.394 -1.428 1.809 -0.49
O -3.515 3.422 -3.383 -0.60
O -5.455 -5.350 -2.131 -0.52
N 4.797 -3.921 -0.199 0.73
N -1.970 3.518 4.824 0.80
N 0.418 -0.340 9.460 0.83
N -0.335 -0.930 1.377 0.78
N 0.419 -5.954 -3.545 0.86
N 0.972 -6.153 5.537 0.90
N 0.978 0.406 -7.273 0.83
N -5.397 -6.059 -1.157 0.83
C -4.350 5.074 -1.402 -0.89
C -5.187 0.896 -2.721 -0.95
C -4.999 -5.474 0.138 -0.58
C 3.874 5.962 -4.226 -0.12
C -5.412 1.976 -1.644 -0.33
C 0.890 0.866 -5.856 -0.62
C 4.964 6.016 -5.263 -1.25
C 0.762 -0.622 2.343 -0.72
C -0.454 -5.069 -4.389 -0.68
C 6.213 -3.959 -0.726 -0.67
C -0.853 4.381 5.325 -0.68
C 0.343 -0.728 10.892 -0.65
C 1.913 -5.335 6.350 -0.66
C 2.596 4.622 -1.479 -0.86
H -4.550 0.081 -2.376 0.32
H 2.866 6.098 -4.616 0.27
H -5.269 -6.174 0.929 0.28
H 6.938 -3.674 0.037 0.28
H -4.518 2.103 -1.032 0.30
H -0.490 -4.106 -3.879 0.26
H 1.305 -1.503 2.685 0.30
H -3.930 -5.530 -0.073 0.26
H 0.096 -5.081 -5.330 0.32
H -1.480 -5.403 -4.539 0.28
H 0.281 -0.170 3.210 0.31
H 2.468 4.434 -0.413 0.35
H 4.987 5.208 -5.994 0.32
H 1.832 4.214 -2.141 0.32
H -1.361 5.131 5.931 0.27
H 2.538 -6.024 6.918 0.29
H 0.540 -1.799 10.920 0.26
H -4.845 6.036 -1.535 0.33
H -3.286 5.204 -1.207 0.31
H -4.700 1.408 -3.551 0.27
H -4.774 4.525 -0.562 0.31
H 0.949 1.945 -6.005 0.27
H 2.435 -4.836 5.534 0.26
H -0.312 4.854 4.506 0.29
H 6.410 -4.963 -1.101 0.29
H 1.737 0.451 -5.311 0.28
H 2.566 5.697 -1.656 0.31
H -0.702 -0.579 11.167 0.29
H 5.943 5.944 -4.790 0.29
H -0.059 0.533 -5.436 0.28
H 4.112 6.585 -3.364 0.36
H 4.972 6.825 -5.994 0.39
H 1.503 0.107 2.017 0.29
H 6.367 -3.362 -1.625 0.30
H -0.231 3.644 5.833 0.28
H 0.923 -0.022 11.486 0.28
H -5.332 -4.438 0.193 0.26
H -6.232 1.701 -0.981 0.35
H -6.077 0.401 -3.110 0.29
H 1.363 -4.724 7.065 0.27

***

No. 2
22
Properties=species:S:1:pos:R:3:nbo_charge:R:1 method="wB97M-V/def2-TZVPD" de_lowest_kcal_mol=104.0 homo_ev="-7.81 / -7.81"
N 0.702 -0.377 1.305 -0.41
C -2.677 0.850 0.922 -0.20
C -1.427 0.596 1.489 -0.23
C -2.065 -0.178 -1.109 -0.18
C 1.790 0.410 -1.157 -0.48
C 2.070 -0.538 -0.148 0.14
C 3.034 0.526 -0.272 -0.45
C -0.836 -0.495 -0.634 -0.27
C -0.546 -0.140 0.751 0.13
C 1.355 -1.509 0.822 -0.24
C -3.035 0.519 -0.321 -0.24
H 1.670 0.088 -2.269 0.23
H -1.097 0.896 2.513 0.23
H 4.011 0.342 -0.587 0.22
H -0.151 -0.971 -1.273 0.21
H 1.988 -2.030 1.689 0.22
H -2.244 -0.374 -2.128 0.20
H 3.098 1.321 0.479 0.24
H -3.368 1.463 1.525 0.21
H -3.990 0.720 -0.712 0.21
H 0.710 -2.288 0.239 0.19
H 1.008 1.171 -1.124 0.25

***

No. 3
17
Properties=species:S:1:pos:R:3:nbo_charge:R:1 method="wB97M-V/def2-TZVPD" de_lowest_kcal_mol=218.3 smiles=C#C[C@H]1CN[C@H]2C[C@@H]21 homo_ev=-8.91
N -1.184 1.325 -0.537 -0.60
C 2.093 -0.278 -0.392 0.00
C -1.583 0.132 0.126 -0.07
C 0.704 -0.104 0.238 -0.32
C 0.175 1.251 -0.019 -0.23
C 3.430 -0.378 -0.127 -0.24
C -1.989 -1.367 -0.075 -0.35
C -0.537 -0.918 -0.381 -0.24
H 4.372 -0.893 -0.126 0.24
H 0.585 1.662 1.147 0.17
H -2.170 -1.827 -1.009 0.24
H -2.175 -1.736 0.939 0.23
H -1.300 0.143 1.157 0.15
H 0.867 1.848 -0.705 0.22
H 0.931 -0.205 1.362 0.25
H -0.700 -0.813 -1.409 0.20
H -1.518 2.159 -0.189 0.37

***

No. 4
92
Properties=species:S:1:pos:R:3:mulliken_charge:R:1 method="wB97M-V/def2-TZVPD" de_lowest_kcal_mol=0.0 charge=+1 homo_ev=-9.91
Ti 11.773 12.537 9.751 -0.77
Cl 8.418 6.584 7.456 -0.23
Cl 13.319 8.717 7.112 -0.18
F 17.969 11.222 7.486 -0.35
O 14.966 8.521 11.119 -0.70
O 12.093 11.084 8.599 0.34
N 11.194 11.258 11.619 0.81
N 13.684 12.529 11.130 1.15
N 9.565 11.247 9.425 0.50
N 10.662 13.760 10.939 0.96
N 17.101 9.153 11.743 0.42
N 10.363 13.732 8.355 1.09
C 10.247 14.936 10.359 0.47
C 10.785 7.874 7.385 -0.57
C 10.899 10.357 14.312 -0.83
C 11.261 10.082 8.358 -0.37
C 9.913 10.094 8.836 0.40
C 9.547 14.635 6.297 -1.08
C 15.628 11.641 12.820 0.48
C 14.607 12.325 7.120 -0.38
C 15.062 12.893 13.033 -1.42
C 14.237 11.309 10.976 -0.08
C 10.452 11.623 13.924 0.98
C 16.954 13.169 8.407 -0.67
C 9.747 12.437 14.835 -0.96
C 9.547 14.152 13.114 -1.14
C 11.697 10.082 12.046 -0.30
C 7.687 9.137 9.160 -0.84
C 17.205 6.815 12.589 -1.12
C 15.756 9.411 11.534 -0.28
C 15.820 11.774 6.759 -0.75
C 10.230 16.193 10.984 -0.72
C 14.505 13.227 8.217 0.32
C 9.988 14.889 8.940 -0.08
C 10.646 12.059 12.569 0.20
C 11.671 8.941 7.632 0.52
C 10.163 13.597 7.062 -0.33
C 9.678 17.321 10.302 -1.15
C 7.356 10.349 9.745 -1.19
C 10.268 13.388 12.185 0.47
C 8.293 11.404 9.821 -0.05
C 9.351 13.715 14.434 -1.01
C 9.007 8.969 8.648 -0.33
C 11.531 9.602 13.343 -1.27
C 9.175 15.822 6.908 -0.73
C 17.548 7.792 11.457 -0.62
C 15.734 13.663 8.810 -0.19
C 13.213 13.750 8.679 -1.06
C 16.929 12.096 7.519 0.49
C 19.088 10.200 12.854 -1.25
C 9.454 7.915 7.829 0.64
C 9.319 17.249 8.976 -0.84
C 15.240 10.762 11.795 -0.65
C 14.092 13.326 12.156 -0.60
C 9.483 16.034 8.269 0.44
C 18.118 10.192 11.657 -0.74
H 6.318 10.503 10.089 0.39
H 9.610 18.274 10.849 0.37
H 13.779 10.702 10.195 0.79
H 19.718 11.086 12.848 0.42
H 9.105 15.100 12.744 0.82
H 18.630 10.059 10.673 0.45
H 16.967 7.438 10.570 0.30
H 13.564 14.286 12.238 0.53
H 15.366 13.458 13.957 0.37
H 8.772 14.340 15.122 0.37
H 12.572 13.962 7.806 0.60
H 15.903 11.022 5.962 0.43
H 13.258 14.606 9.378 0.32
H 16.390 11.348 13.542 0.41
H 17.612 11.170 11.510 0.46
H 6.951 8.318 9.096 0.41
H 17.459 7.221 13.595 0.26
H 10.483 16.266 12.052 0.90
H 18.530 10.122 13.808 0.29
H 8.907 18.089 8.390 0.37
H 11.049 7.002 6.816 0.49
H 15.685 14.397 9.612 0.40
H 17.881 13.502 8.889 0.44
H 13.717 11.999 6.595 0.35
H 18.621 7.878 11.268 0.52
H 17.779 5.878 12.468 0.38
H 9.453 12.016 15.812 0.37
H 11.797 8.542 13.499 0.47
H 9.263 14.354 5.267 0.38
H 16.128 6.609 12.553 0.29
H 19.738 9.288 12.796 0.34
H 12.303 9.515 11.347 0.64
H 10.787 10.055 15.354 0.46
H 10.486 12.688 6.615 0.58
H 8.712 16.666 6.393 0.43
H 7.949 12.387 10.177 0.37

***

No. 5
58
Properties=species:S:1:pos:R:3:mulliken_charge:R:1 method="wB97M-V/def2-TZVPD" charge=+1 homo_ev=-11.18
Hf 20.531 -13.125 10.067 1.62
F 18.612 -12.247 9.058 0.22
F 19.128 -15.071 9.885 -0.57
F 21.050 -13.383 7.739 -0.56
O 16.753 -10.896 11.189 -0.60
O 17.695 -13.099 6.466 -0.50
O 24.268 -8.973 8.328 -0.34
O 18.758 -8.542 6.454 -0.38
O 15.935 -11.863 7.937 -0.49
O 16.425 -11.274 13.802 -0.49
N 21.011 -10.813 8.914 0.04
N 17.611 -11.231 4.171 -0.73
C 17.789 -8.921 3.602 -1.53
C 18.523 -8.070 7.801 -0.46
C 15.662 -11.757 11.460 -0.12
C 16.611 -13.868 6.794 -0.37
C 15.467 -12.856 7.042 -0.36
C 23.080 -9.345 8.939 -0.86
C 15.402 -11.804 12.968 -0.32
C 18.263 -9.967 4.589 0.37
C 21.547 -9.733 6.873 -1.76
C 22.124 -10.310 8.188 0.53
C 18.006 -9.697 6.089 -0.01
C 25.084 -8.147 9.139 -0.74
H 20.256 -10.775 8.243 -0.21
H 14.588 -13.277 7.530 0.40
H 26.087 -8.025 8.730 0.27
H 25.264 -8.615 10.106 0.32
H 19.313 -10.213 4.436 0.21
H 19.417 -7.742 8.330 0.22
H 23.289 -9.804 9.905 0.36
H 16.957 -9.422 6.202 0.59
H 18.137 -7.892 3.683 0.35
H 14.772 -11.574 10.858 0.34
H 21.358 -8.660 6.828 0.37
H 16.810 -10.994 10.236 0.14
H 15.179 -12.851 13.170 0.28
H 22.365 -9.948 6.185 0.43
H 16.871 -11.938 8.135 0.04
H 16.050 -12.704 11.084 0.18
H 20.709 -10.255 6.411 0.54
H 20.677 -10.152 9.601 0.46
H 18.235 -8.919 8.421 0.02
H 15.142 -12.383 6.115 0.23
H 17.180 -11.175 13.218 0.29
H 14.551 -11.132 13.082 0.27
H 18.290 -10.492 6.779 -0.15
H 18.160 -13.044 7.304 0.10
H 22.719 -11.183 7.918 0.28
H 16.727 -8.692 3.692 0.38
H 16.372 -14.664 6.088 0.35
H 18.016 -9.270 2.595 0.40
H 17.760 -7.299 7.691 0.33
H 24.665 -7.144 9.224 0.31
H 17.627 -11.872 4.951 0.27
H 16.783 -14.288 7.785 0.24
H 22.465 -8.486 9.207 0.43
H 16.629 -10.998 4.132 0.36

***

No. 6
127
Properties=species:S:1:pos:R:3:mulliken_charge:R:1 method="wB97M-V/def2-TZVPD" charge=-1 homo_ev=-4.55
Ga -0.649 0.287 -1.624 -0.49
O -3.530 6.161 5.247 -0.60
O 1.224 -3.175 -4.794 -0.39
O 3.394 -6.352 0.624 -0.58
O 2.107 -3.084 -2.745 -0.36
O -0.630 3.440 3.021 -0.70
O -1.524 1.408 3.314 -0.20
O -7.360 -1.964 -5.394 -0.59
O -8.843 -1.406 -3.822 -0.35
O -2.038 7.805 5.467 -0.38
O 5.449 -6.779 -0.137 -0.40
N -0.006 0.867 0.133 0.35
C 0.005 -3.293 0.670 0.94
C 6.391 -6.173 -1.035 -0.43
C 4.287 -6.063 -0.114 0.37
C 1.162 -3.311 -3.442 0.21
C -7.595 -1.402 -4.366 0.45
C -8.876 -0.583 -2.644 -0.47
C -2.281 1.405 -2.116 -0.92
C -3.266 1.757 -0.999 -0.78
C -6.664 -0.599 -3.479 -0.25
C 0.945 -2.465 1.549 -0.92
C 4.177 1.677 0.763 0.63
C -1.417 -3.437 1.229 -1.62
C 2.389 4.897 1.522 -1.66
C 4.517 0.284 1.281 -0.36
C -4.119 0.606 -0.442 -0.07
C 4.380 -4.933 -1.119 0.79
C -1.586 0.431 4.370 -0.09
C 0.834 0.481 -2.994 -0.58
C 2.293 3.417 1.157 1.35
C -0.121 2.162 5.031 -0.46
C -0.508 7.262 3.763 -0.36
C -0.081 -3.345 -5.368 -0.46
C -0.326 0.663 5.199 -0.63
C -7.432 -0.505 -2.164 -0.25
C -3.145 -1.615 0.555 -1.03
C 3.408 0.331 -3.074 -0.67
C -0.866 -4.168 -4.352 -0.62
C -2.143 -2.133 1.595 1.20
C -1.804 6.489 3.534 0.25
C -0.969 8.376 4.695 -0.47
C -2.582 6.742 4.809 0.55
C -0.241 -3.706 -3.041 0.84
C 5.178 -0.630 0.249 -1.30
C 2.169 0.883 -2.353 0.42
C -3.545 -0.151 0.776 0.06
C 5.550 -5.348 -2.004 -0.59
C 4.619 0.052 -2.176 -1.22
C -0.752 2.447 3.681 0.55
C 4.328 -0.901 -1.003 1.38
C 3.407 2.544 1.770 -0.97
H -7.221 0.392 -1.587 0.25
H -5.696 -1.088 -3.406 0.21
H 3.713 1.035 -3.858 0.33
H -1.061 -1.283 -1.552 -0.18
H 6.961 -6.970 -1.506 0.35
H 0.215 6.622 4.270 0.16
H -6.516 0.378 -3.945 0.24
H 3.439 -4.805 -1.648 -0.06
H -1.352 -4.075 2.118 0.34
H 0.964 -0.502 -3.463 0.04
H -2.504 0.606 4.936 0.30
H 0.724 -2.606 2.614 0.37
H -4.053 -2.224 0.660 0.42
H 0.420 -4.300 0.565 0.49
H 2.167 0.551 -1.315 -0.59
H -2.709 -2.316 2.518 0.50
H 0.883 -1.398 1.332 -0.04
H 5.189 0.370 2.146 0.42
H -4.306 -0.149 1.565 0.65
H -0.209 -4.454 -2.252 0.36
H 2.668 5.032 2.572 0.37
H 3.143 5.414 0.921 0.40
H -0.675 -5.232 -4.509 0.28
H 3.572 1.575 -0.138 -0.66
H 5.393 -0.410 -2.802 0.52
H -9.269 0.398 -2.924 0.25
H -1.645 5.426 3.384 -0.32
H -1.629 -0.554 3.913 0.00
H -1.425 -1.346 1.842 -1.00
H -2.380 6.887 2.697 0.26
H 5.196 -5.981 -2.819 0.28
H -2.038 -3.982 0.509 0.35
H -0.045 7.636 2.853 0.36
H -5.070 1.052 -0.127 0.33
H -7.200 -1.368 -1.540 0.21
H -0.519 -2.356 -5.517 0.23
H -1.364 9.235 4.146 0.24
H -0.672 2.742 5.776 0.29
H 0.915 2.491 5.032 0.31
H -0.401 1.772 0.379 -0.01
H 0.042 -3.830 -6.335 0.36
H 5.057 0.986 -1.809 0.40
H -9.558 -1.046 -1.934 0.31
H 6.098 -4.513 -2.435 0.35
H -2.699 0.417 1.172 -0.49
H 4.554 -1.915 -1.347 -0.40
H -0.026 -2.849 -0.327 -0.55
H -2.766 -1.772 -0.456 0.17
H -2.827 0.955 -2.957 0.34
H -3.956 2.542 -1.343 0.49
H 1.432 5.402 1.375 0.35
H 4.118 3.184 2.305 0.46
H 6.127 -0.173 -0.066 0.38
H -0.207 8.722 5.390 0.33
H 3.592 -0.182 1.643 0.03
H 5.437 -1.573 0.740 0.32
H -0.437 0.337 6.232 0.41
H 2.964 1.887 2.527 0.27
H 7.070 -5.547 -0.450 0.24
H 3.269 -0.898 -0.741 -0.33
H 5.102 2.185 0.465 0.34
H -0.370 0.241 0.847 -0.65
H 1.331 3.028 1.484 -0.68
H -4.371 -0.101 -1.243 -0.03
H 0.580 1.171 -3.808 0.44
H -1.869 2.349 -2.501 0.39
H 0.507 0.120 4.753 0.25
H -1.939 -4.000 -4.420 0.33
H 3.137 -0.597 -3.587 0.17
H 4.593 -4.008 -0.578 -0.30
H 1.982 -2.764 1.387 0.30
H 2.235 1.977 -2.312 0.28
H 2.318 3.305 0.071 -0.09
H -0.712 -2.802 -2.636 -0.53
H -2.725 2.199 -0.152 -0.03